A single C7H12O molecule at a distorted geometry, computed with ωB97M-V/def2-TZVPD.

Results
SMILES   C=C(/C=C/CO)CC
Strongest force on any atom   2.267 eV/A
Kohn-Sham gap   0.3870 Eh
Energy   -349.0876 Ha
E_HOMO   -9.5 eV

Geometry as XYZ:
```
20
Properties=species:S:1:pos:R:3:forces:R:3
C 2.829 1.105 0.748 0.1 0.5 -0.5
C 1.476 0.845 1.415 -0.6 1.1 0.1
C 0.256 1.166 0.548 0.5 -0.9 -0.5
C 0.220 2.221 -0.252 -0.5 0.4 0.1
C -1.691 -1.994 -0.535 -0.4 -2.0 -1.1
O -1.842 -2.413 -1.925 -0.2 0.9 0.3
C -0.744 -0.877 -0.383 0.2 0.9 -0.7
C -0.800 0.126 0.482 -0.5 -0.7 0.4
H 3.474 0.232 0.743 0.1 0.0 0.4
H 2.739 1.371 -0.309 -0.3 -0.1 0.0
H 3.337 1.965 1.191 0.2 -0.3 0.1
H 1.452 -0.142 1.856 -0.3 -0.3 -0.2
H 1.300 1.537 2.247 0.6 -0.1 0.3
H 1.001 2.964 -0.288 0.3 0.0 0.1
H -0.658 2.460 -0.841 0.0 -0.2 0.0
H -2.690 -1.900 -0.109 0.1 0.6 0.3
H -1.303 -2.935 -0.147 0.3 0.2 0.6
H -2.290 -1.693 -2.388 0.1 -0.2 0.0
H 0.013 -0.823 -1.162 0.2 -0.3 0.1
H -1.609 0.045 1.207 0.2 0.5 0.2
```
Positions in Å, forces in eV/Å.



A molecular structure, C42H31AgBrN5O2S3, computed with ωB97M-V/def2-TZVPD.

Results
Strongest force on any atom   0.521 eV/A
Kohn-Sham gap   0.1697 Eh
Net charge   -2
Energy   -5958.9692 Ha
E_HOMO   -1.1 eV

Geometry as XYZ:
```
85
Properties=species:S:1:pos:R:3:forces:R:3
Ag 0.697 0.045 0.405 0.1 0.0 -0.5
S 0.733 4.094 3.227 0.0 0.0 -0.1
C 0.991 2.926 4.474 0.0 0.0 -0.1
C 1.262 3.124 5.824 0.0 -0.1 0.0
C 1.459 2.010 6.626 0.0 0.1 -0.1
C 1.389 0.725 6.080 0.0 0.0 0.0
C 1.113 0.531 4.738 0.0 -0.1 0.0
C 0.906 1.639 3.915 0.0 0.2 0.0
N 0.621 1.601 2.564 -0.1 0.1 0.2
C 0.510 2.774 2.042 0.1 0.0 0.1
C 0.251 3.086 0.617 0.0 0.0 -0.2
C 0.022 4.427 0.271 0.0 -0.1 0.1
C -0.188 4.795 -1.045 0.0 0.0 0.0
C -0.190 3.802 -2.020 -0.1 0.0 0.0
C 0.019 2.477 -1.664 0.0 -0.1 0.0
C 0.273 2.046 -0.350 -0.1 0.3 0.4
H 1.327 4.127 6.231 0.0 -0.1 0.0
H 1.671 2.139 7.681 0.0 0.0 0.0
H 1.564 -0.133 6.719 0.0 0.0 0.0
H 1.069 -0.464 4.309 0.0 0.1 0.0
H 0.008 5.193 1.041 0.0 0.0 0.0
H -0.351 5.834 -1.308 0.0 0.0 0.0
H -0.376 4.067 -3.059 0.0 0.0 0.1
H -0.002 1.733 -2.458 0.0 0.0 0.0
C -3.706 -0.270 3.036 0.0 0.0 0.0
C -2.412 0.076 2.676 0.0 0.0 0.0
N -2.012 0.144 1.409 -0.1 0.1 0.1
C -2.897 -0.074 0.453 0.1 -0.2 -0.3
C -4.234 -0.404 0.699 0.0 0.0 0.0
C -4.617 -0.537 2.027 -0.1 0.0 0.1
C -5.167 -0.760 -0.378 0.2 -0.1 0.3
C -5.293 -0.271 -1.610 -0.1 0.2 -0.2
C -4.761 0.979 -2.182 0.0 -0.1 0.1
C -4.827 1.191 -3.552 0.0 -0.1 -0.3
C -4.411 2.416 -4.034 0.0 0.0 -0.1
N -3.972 3.389 -3.244 0.1 0.0 0.3
C -3.931 3.082 -1.945 0.0 -0.1 0.0
N -4.303 1.940 -1.378 0.0 0.2 0.1
H -3.982 -0.352 4.079 0.0 0.0 0.0
H -1.656 0.286 3.428 0.0 0.0 0.0
H -2.509 -0.057 -0.564 0.0 0.0 0.1
H -5.630 -0.846 2.265 0.0 0.0 0.0
H -5.818 -1.598 -0.142 0.1 -0.1 0.0
H -5.943 -0.822 -2.281 -0.1 0.1 0.0
H -5.196 0.420 -4.216 0.0 0.0 0.0
H -4.425 2.634 -5.097 -0.1 0.0 0.0
H -3.554 3.851 -1.281 0.0 0.0 0.0
S 3.548 0.997 1.297 0.3 0.0 0.0
C 4.967 0.955 0.280 0.1 0.0 0.1
C 6.183 0.376 0.705 0.0 0.1 -0.2
C 7.317 0.376 -0.100 -0.1 0.0 0.0
C 7.292 0.951 -1.367 0.0 0.0 0.0
C 6.100 1.517 -1.812 -0.1 0.0 0.1
C 4.964 1.519 -1.013 0.1 -0.1 0.0
H 6.217 -0.071 1.693 0.0 0.0 0.0
H 8.232 -0.082 0.266 0.0 0.0 0.0
H 8.177 0.953 -1.994 0.0 0.0 0.0
H 6.053 1.961 -2.802 0.0 0.0 0.0
H 4.040 1.956 -1.372 0.0 0.0 0.0
O -1.205 -5.305 -6.922 0.0 -0.1 0.0
C -0.724 -4.046 -6.667 0.0 0.0 0.0
O -0.507 -3.335 -7.615 0.0 0.2 -0.1
C -0.544 -3.686 -5.254 0.0 -0.1 0.1
C -0.371 -2.341 -4.914 0.0 0.1 0.0
C -0.265 -1.931 -3.603 0.0 -0.1 0.0
C -0.324 -2.851 -2.525 -0.1 -0.1 -0.1
S -0.271 -2.369 -0.878 -0.1 -0.2 -0.1
C -0.440 -4.221 -2.888 0.0 0.1 -0.1
C -0.549 -4.619 -4.202 0.0 0.1 0.0
H -1.419 -5.719 -6.080 0.0 0.0 0.1
H -0.337 -1.616 -5.720 0.0 0.0 0.0
H -0.137 -0.882 -3.366 0.0 0.0 0.0
H -0.436 -4.956 -2.093 0.0 0.0 0.0
H -0.587 -5.688 -4.403 0.0 0.0 0.0
Br 1.920 -5.676 4.320 0.0 0.0 0.0
C 1.597 -4.089 3.316 0.1 0.0 0.0
C 0.302 -3.733 3.005 -0.1 0.0 0.0
C 0.121 -2.558 2.288 0.0 0.1 0.0
N 1.123 -1.763 1.914 0.0 -0.3 0.1
C 2.369 -2.137 2.214 0.0 0.1 0.0
C 2.658 -3.303 2.918 0.0 0.1 0.0
H -0.543 -4.341 3.298 0.0 0.0 0.0
H -0.876 -2.240 2.003 0.1 0.0 0.0
H 3.152 -1.445 1.901 -0.1 0.0 0.0
H 3.681 -3.571 3.146 0.0 0.0 0.0
```
Positions in Å, forces in eV/Å.



Q: strongest force on any atom of number 2 (C42H31AgBrN5O2S3)?
A: 0.521 eV/A



Q: The lowest E_HOMO belongs to which entry?
A: C7H12O



Q: Look up the energy of the second one.
A: -5958.9692 Ha